1.
87
Properties=species:S:1:pos:R:3:forces:R:3 method="wB97M-V/def2-TZVPD" gap_ev="5.67 / 7.05" s_squared=2.01 e_homo_ev="-5.27 / -6.66" spin_multiplicity=3 relative_energy_kcal_mol=23.47
Ti 0.1127 0.8040 0.0364 1.39 -1.34 0.06
N -1.5732 -0.4091 4.0097 0.03 0.18 0.14
C -1.1125 0.1981 2.8512 -0.07 0.02 0.12
S 0.5561 -0.0810 2.4617 -0.17 0.10 -0.09
N -2.0062 0.8925 2.2056 0.27 -0.32 0.01
N -1.5113 1.4737 1.0310 -0.88 0.10 0.71
C -2.2159 2.4729 0.6462 -0.22 0.56 -0.30
C -1.8925 3.3602 -0.4572 -0.21 0.08 -0.06
C -2.8720 4.3107 -0.7914 0.05 -0.03 0.00
C -2.6874 5.2441 -1.7845 -0.06 0.01 0.01
C -1.4732 5.2556 -2.4730 0.06 0.02 -0.07
C -0.4827 4.3521 -2.1680 -0.14 -0.06 0.06
C -0.6518 3.3747 -1.1598 -0.03 0.13 0.06
O 0.3223 2.5525 -0.9151 0.05 0.32 -0.12
H -0.8489 -0.6194 4.6766 0.01 0.01 -0.01
H -2.3844 0.0486 4.4015 0.02 -0.03 0.04
H -3.1240 2.6893 1.2108 0.07 0.08 0.03
H -3.8000 4.3018 -0.2321 -0.06 0.00 0.04
H -3.4613 5.9621 -2.0137 -0.03 0.04 -0.02
H -1.3051 5.9872 -3.2528 0.01 0.04 -0.04
H 0.4642 4.3531 -2.6905 0.05 0.02 -0.03
C 3.7462 0.4347 -2.1860 0.04 -0.13 0.00
As 2.6072 -0.0124 -0.6474 0.00 0.11 0.10
C 2.6853 -1.9714 -0.7276 0.12 0.00 -0.14
C 3.9042 0.3654 0.7851 0.00 -0.13 -0.16
C 5.0345 -0.4442 0.8795 -0.02 -0.03 -0.01
C 5.9463 -0.2856 1.9084 0.05 -0.05 -0.02
C 5.7280 0.6942 2.8607 0.00 0.04 0.05
C 4.6284 1.5305 2.7516 0.03 0.01 0.01
C 3.7134 1.3980 1.7093 -0.02 0.09 0.00
As 2.2271 2.6757 1.4792 0.02 -0.10 -0.11
C 2.5662 3.8607 3.0107 -0.01 0.00 -0.04
C 3.1212 3.7722 0.1159 0.04 0.02 0.04
H 4.7303 -0.0261 -2.0792 -0.06 0.03 -0.01
H 3.8622 1.5154 -2.2540 -0.02 -0.02 0.02
H 3.2795 0.0706 -3.1036 -0.01 0.02 0.05
H 3.4348 -2.3812 -0.0529 -0.03 0.01 -0.02
H 2.9167 -2.2757 -1.7517 -0.03 0.00 0.08
H 1.7043 -2.3494 -0.4500 -0.01 0.02 -0.02
H 5.2135 -1.2241 0.1466 -0.04 0.04 0.00
H 6.8133 -0.9306 1.9685 0.02 0.00 0.01
H 6.4179 0.8176 3.6849 0.03 0.01 0.03
H 4.4916 2.3000 3.4985 -0.02 0.02 0.01
H 3.5971 4.2157 3.0242 -0.03 0.02 0.01
H 2.3341 3.3541 3.9476 0.00 -0.02 -0.05
H 1.8981 4.7182 2.9097 0.03 -0.06 -0.02
H 4.1411 4.0216 0.4135 -0.04 0.01 -0.04
H 2.5398 4.6815 -0.0359 -0.01 0.01 0.01
H 3.1233 3.2225 -0.8254 0.00 0.01 0.05
C -0.9919 -2.8178 -2.5884 0.20 0.07 -0.02
N -2.0322 -2.9750 -1.5865 -0.06 -0.05 0.19
C -2.9618 -4.0382 -1.9156 -0.10 -0.07 -0.02
P -1.6203 -2.6248 -0.0106 -0.06 -0.20 0.28
O -0.6689 -1.4950 0.0121 0.34 0.44 -0.12
N -0.9331 -3.9176 0.7780 -0.08 0.26 -0.21
C -1.6406 -5.1553 1.0086 -0.18 -0.12 -0.05
C 0.2974 -3.8021 1.5394 0.04 0.12 0.05
N -3.0977 -2.4528 0.7113 0.10 -0.14 -0.07
C -4.1787 -1.7086 0.1006 -0.12 0.10 -0.13
C -3.1534 -2.3807 2.1685 -0.04 0.10 0.05
H -1.4496 -2.5671 -3.5481 0.01 0.01 -0.01
H -0.4126 -3.7414 -2.7124 0.02 0.00 -0.02
H -0.3205 -2.0102 -2.2998 -0.07 -0.10 -0.04
H -3.4190 -3.8292 -2.8871 0.01 0.00 0.02
H -3.7550 -4.1025 -1.1732 0.00 0.01 0.00
H -2.4647 -5.0140 -1.9823 -0.01 -0.01 -0.01
H -2.6184 -5.1415 0.5279 0.06 -0.02 0.04
H -1.7958 -5.3140 2.0828 -0.02 -0.01 -0.02
H -1.0731 -6.0080 0.6212 -0.02 0.01 0.01
H 0.6807 -2.7870 1.4827 0.02 0.00 0.00
H 1.0460 -4.5107 1.1727 0.03 0.00 0.01
H 0.1009 -4.0218 2.5948 0.02 -0.01 0.01
H -4.0584 -1.6782 -0.9808 -0.02 0.02 0.02
H -4.2143 -0.6868 0.4949 0.00 0.05 -0.04
H -5.1336 -2.1911 0.3338 0.01 0.02 -0.01
H -2.2798 -2.8503 2.6127 0.02 0.00 0.01
H -4.0516 -2.8941 2.5217 -0.01 -0.01 0.02
H -3.1708 -1.3346 2.4980 -0.08 -0.31 -0.11
N -2.6153 0.6676 -3.3804 0.36 -0.07 0.56
C -1.4415 0.7104 -4.0980 -0.06 0.04 -0.02
C -0.4448 0.6004 -3.1810 0.23 0.05 -0.19
N -0.9700 0.4844 -1.9208 -0.69 0.07 -0.24
C -2.2747 0.5421 -2.0697 0.13 0.00 -0.24
H -3.5455 0.7906 -3.7353 -0.02 0.00 -0.02
H -1.4302 0.8264 -5.1642 0.04 0.01 -0.09
H 0.6225 0.6283 -3.3341 -0.06 -0.02 -0.03
H -2.9880 0.5286 -1.2663 -0.08 -0.04 0.04

=====

2.
39
Properties=species:S:1:pos:R:3:forces:R:3 method="wB97M-V/def2-TZVPD" gap_ev=9.37 e_homo_ev=-8.85 smiles="O=C(NCc1cccnc1)c1ccc(COc2ccccc2Br)o1" relative_energy_kcal_mol=0.00
O -1.6372 -3.1327 -2.0554 0.10 -0.11 -0.20
C -1.2604 -2.0692 -1.6022 -0.03 0.23 0.30
N -2.0132 -1.2833 -0.7972 -0.05 0.23 0.21
C -3.3901 -1.5925 -0.4877 -0.07 -0.21 -0.06
C -4.3393 -0.6442 -1.1700 -0.16 0.14 0.09
C -5.2997 0.0708 -0.4668 0.10 -0.10 -0.18
C -6.1362 0.9346 -1.1555 0.02 -0.01 -0.06
C -5.9707 1.0556 -2.5265 -0.25 0.17 0.27
N -5.0577 0.3831 -3.2069 0.06 0.03 -0.54
C -4.2697 -0.4436 -2.5471 0.11 -0.17 0.27
C 0.0831 -1.5278 -1.8742 0.71 -0.78 -0.78
C 1.1056 -2.0514 -2.6209 -0.80 0.16 0.41
C 2.1648 -1.1225 -2.5446 -0.18 0.61 0.34
C 1.7159 -0.0938 -1.7640 0.75 -0.14 -0.35
C 2.3618 1.1760 -1.3042 -0.24 -0.12 -0.23
O 2.2771 1.3459 0.0946 0.07 0.01 0.14
C 2.9275 0.4832 0.9171 -0.02 -0.02 0.28
C 3.8424 -0.4876 0.5291 -0.06 0.16 -0.19
C 4.4559 -1.2864 1.4810 0.01 -0.01 0.08
C 4.1710 -1.1345 2.8252 0.06 -0.07 -0.01
C 3.2564 -0.1751 3.2289 -0.05 0.06 -0.10
C 2.6450 0.6162 2.2793 -0.25 0.25 -0.08
Br 1.3722 1.9268 2.7914 0.09 -0.11 0.14
O 0.4555 -0.3333 -1.3567 -0.21 0.24 0.20
H -1.6495 -0.3898 -0.5039 0.07 -0.07 -0.06
H -3.5572 -2.6139 -0.8466 0.01 0.13 0.18
H -3.5391 -1.5638 0.5967 -0.03 -0.07 -0.13
H -5.3935 -0.0497 0.6038 0.01 -0.01 0.09
H -6.8947 1.5021 -0.6390 -0.07 0.06 0.02
H -6.5940 1.7191 -3.1111 -0.10 0.08 0.04
H -3.5433 -0.9810 -3.1436 0.12 -0.09 0.01
H 1.0868 -2.9831 -3.1463 -0.09 -0.22 -0.08
H 3.1248 -1.2022 -3.0127 0.24 0.05 -0.04
H 3.4010 1.2115 -1.6527 -0.14 -0.04 -0.03
H 1.8219 2.0402 -1.7061 0.17 -0.12 0.02
H 4.0786 -0.6273 -0.5131 0.02 -0.01 -0.08
H 5.1640 -2.0346 1.1594 0.06 -0.07 -0.03
H 4.6521 -1.7592 3.5609 0.05 -0.07 0.07
H 3.0145 -0.0426 4.2720 -0.03 0.03 0.06

=====

3.
180
Properties=species:S:1:pos:R:3:forces:R:3 method="wB97M-V/def2-TZVPD" gap_ev=6.17 charge=-3 e_homo_ev=-3.48 relative_energy_kcal_mol=221.92
C 3.8599 2.3717 -2.6020 1.19 -0.22 0.08
C 4.4897 1.9720 -4.0048 -0.43 -0.62 0.76
C 6.0108 2.1241 -4.2665 -0.86 0.45 -0.64
N 6.5379 1.6995 -5.7167 -0.75 0.74 0.57
C 6.1240 0.2127 -5.9751 1.50 1.07 0.55
C 6.9367 -0.3702 -7.1458 -1.78 -0.40 -0.06
C 8.4226 -0.2622 -6.9555 -0.35 -0.88 0.15
C 8.7582 1.1956 -6.8527 1.63 0.54 -0.66
C 8.1524 1.9639 -5.7082 -2.48 -1.83 -0.35
C 5.8227 2.5969 -6.7790 1.49 -0.72 0.46
H 2.7819 2.5088 -2.6866 0.09 -0.19 -0.37
H 4.2602 3.2906 -2.1734 0.15 0.24 -0.27
H 4.0217 1.6260 -1.8237 0.08 -0.19 -0.23
H 3.8256 2.5565 -4.6415 0.54 -0.39 -0.86
H 4.3271 0.8983 -4.0989 -0.82 0.14 -0.27
H 6.5841 1.4747 -3.6049 0.06 0.38 0.16
H 6.2084 3.1923 -4.1776 0.80 -0.11 0.08
H 6.3775 -0.3528 -5.0785 0.20 0.17 0.23
H 5.0342 0.2328 -5.9858 0.11 -0.12 -0.73
H 6.5895 -1.4008 -7.2205 0.12 -0.12 -0.11
H 6.6235 0.1098 -8.0729 0.05 0.05 -0.15
H 8.7424 -0.9320 -6.1573 -0.06 0.58 0.87
H 8.9936 -0.7426 -7.7500 -0.29 0.41 -0.62
H 9.8424 1.2543 -6.7560 0.20 0.34 0.23
H 8.5795 1.6411 -7.8313 -0.33 0.22 0.00
H 8.5240 1.4434 -4.8255 -0.34 0.51 0.42
H 8.3150 3.0415 -5.6899 -0.11 -0.21 -0.01
H 6.2838 2.4335 -7.7531 0.35 -0.01 0.15
H 6.0291 3.6156 -6.4506 -0.47 -0.01 -0.16
H 4.7759 2.3407 -6.9424 -0.08 0.04 0.83
C 3.2643 1.9264 0.8082 -1.54 -0.44 0.50
C 1.9582 1.0581 0.5726 0.17 2.20 -0.95
C 1.5269 0.0704 1.6552 0.41 -0.83 -2.12
N 0.7003 -1.0826 1.0361 0.30 -0.61 -0.48
C 0.2401 -1.9828 2.1749 -0.97 0.73 -0.10
C -0.8229 -1.2172 3.0637 -0.89 -0.69 -0.68
C -2.0359 -0.5554 2.2952 0.46 -1.83 0.60
C -1.5654 0.2427 1.1162 1.71 -0.65 -0.16
C -0.5172 -0.6173 0.2566 -0.99 1.47 0.48
C 1.5017 -1.9514 -0.0029 -0.44 0.05 1.83
H 3.2688 2.9087 0.3360 -0.38 -0.39 -0.78
H 4.0955 1.3408 0.4154 0.43 0.23 0.93
H 3.2375 2.2788 1.8393 0.92 -0.80 0.39
H 2.0883 0.6778 -0.4406 -0.06 -0.83 0.17
H 1.1564 1.7722 0.3845 -0.25 -0.02 0.35
H 0.8694 0.5432 2.3847 0.61 -0.20 0.22
H 2.4067 -0.4696 2.0052 -0.12 0.30 0.83
H 1.0291 -2.4429 2.7697 0.63 0.92 0.08
H -0.0995 -2.8749 1.6487 -1.00 0.22 0.18
H -0.4627 -0.4544 3.7541 0.81 -0.22 -0.18
H -1.2223 -2.0090 3.6974 -0.07 0.04 0.16
H -2.6576 0.0041 2.9942 0.45 0.32 0.08
H -2.7084 -1.3575 1.9910 0.04 -0.26 -0.42
H -1.0109 1.0909 1.5175 -0.12 0.44 -0.27
H -2.4232 0.6003 0.5466 0.43 -0.05 -0.54
H -0.0704 -0.0395 -0.5525 -0.47 0.20 -0.01
H -1.0151 -1.4779 -0.1900 0.15 -0.08 0.34
H 2.2179 -2.5115 0.5982 0.29 0.17 -0.12
H 1.9800 -1.3845 -0.8016 -0.32 0.17 0.30
H 0.8002 -2.6908 -0.3891 -0.04 0.29 -0.13
C -4.3773 2.0268 3.4703 2.38 -0.44 2.66
C -5.6010 1.9802 2.7467 -2.01 1.97 -3.36
C -5.3634 1.2495 1.4125 -2.35 -1.38 -0.40
N -6.6998 0.9946 0.5180 0.66 -0.06 0.23
C -7.3786 2.3135 0.0040 1.75 -2.00 0.35
C -8.4497 1.9888 -1.0360 -1.27 2.06 0.76
C -8.1280 1.0425 -2.1615 1.18 -0.64 0.34
C -7.4861 -0.2100 -1.5709 0.96 -0.62 -0.15
C -6.2532 0.1093 -0.7096 -1.36 0.18 0.31
C -7.7464 0.1999 1.3635 1.33 0.41 -0.45
H -3.4751 2.1432 2.8698 -0.08 -0.01 -0.05
H -4.3151 1.1088 4.0548 0.62 -0.06 0.15
H -4.3805 2.8514 4.1831 0.20 -0.07 0.07
H -5.7691 3.0161 2.4521 -0.34 0.38 -0.31
H -6.4780 1.8077 3.3705 0.01 -1.03 -0.26
H -5.0154 0.2281 1.5661 -0.06 -0.16 0.17
H -4.6284 1.6904 0.7391 -0.25 0.58 0.11
H -6.5909 2.9342 -0.4229 0.28 -0.36 -0.28
H -7.6588 2.8595 0.9049 -0.69 -0.20 -0.15
H -8.5781 3.0052 -1.4082 -0.34 0.11 -0.61
H -9.4198 1.8251 -0.5668 0.03 -0.58 0.25
H -7.4310 1.5886 -2.7973 0.19 -0.35 -0.31
H -8.9487 0.6683 -2.7733 -0.38 0.71 0.16
H -7.0787 -0.8787 -2.3292 -0.05 0.14 -0.37
H -8.2429 -0.8377 -1.1005 0.09 0.10 0.32
H -5.5591 0.5958 -1.3949 0.19 0.88 0.60
H -5.7175 -0.7679 -0.3467 -0.39 -0.11 0.34
H -7.2024 -0.5486 1.9397 0.05 0.00 -0.14
H -8.4523 -0.3233 0.7185 0.18 0.36 0.11
H -8.2482 0.8844 2.0474 0.07 0.05 -0.22
C -2.3054 -4.7260 -0.6354 -1.57 1.63 0.82
F -2.5899 -5.9055 -0.0850 0.55 1.14 -0.17
F -1.7268 -3.8259 0.2566 -0.37 -2.01 -1.11
F -1.5382 -4.8732 -1.6869 0.22 -0.04 0.14
S -3.9652 -3.7883 -1.1681 -0.35 0.81 -0.54
O -3.8181 -2.4121 -0.5943 -0.61 -3.08 -1.07
O -4.0529 -3.8580 -2.6359 -0.02 -0.47 2.58
N -5.2137 -4.8402 -0.4243 2.87 0.96 -3.64
S -5.6186 -4.1326 0.8459 -0.35 1.27 4.78
O -4.5254 -3.8714 1.7919 -1.16 -0.72 -0.61
O -6.5238 -3.0192 0.6942 -0.66 0.27 -0.08
C -6.7487 -5.5135 1.6753 -0.98 1.81 -1.96
F -7.9068 -5.6061 0.8351 1.79 -0.20 1.68
F -6.1188 -6.6573 1.6705 -0.24 -0.53 0.34
F -7.1835 -5.2002 2.9206 0.51 -0.34 -1.24
C 0.3231 4.5393 -0.8967 -1.68 -0.52 -0.34
F 1.4463 3.8954 -0.5372 -0.20 0.78 -1.28
F -0.5020 4.3755 0.1081 -0.52 0.13 0.87
F 0.5072 5.8460 -1.0820 0.64 -0.41 -0.19
S -0.7001 3.7262 -2.3871 0.57 -2.20 -1.58
O -0.1977 4.1468 -3.7180 -0.54 -0.13 3.08
O -0.5740 2.2484 -2.0891 -0.39 3.95 -0.16
N -2.2853 4.4050 -2.0523 3.18 -0.51 0.01
S -3.2423 3.4281 -2.7820 -1.37 -1.67 -2.82
O -2.8430 3.0204 -4.1231 -0.43 0.92 0.91
O -3.7428 2.3371 -2.0020 -0.80 -0.43 1.27
C -4.8290 4.4624 -3.0596 1.86 0.19 -0.19
F -4.5065 5.5287 -3.8346 -0.63 -0.24 0.87
F -5.7635 3.7742 -3.7471 0.30 0.26 0.95
F -5.3016 4.8610 -1.8464 -0.32 -0.02 -1.18
C -0.4054 4.8267 9.2659 -1.16 -1.18 -2.02
F 0.7228 5.5037 9.3477 0.54 -0.54 -0.16
F -0.2287 3.4850 9.6106 -0.18 2.47 0.02
F -1.2564 5.4645 10.0750 -0.21 -0.78 0.58
S -1.2954 4.9138 7.4838 4.06 -0.15 1.53
O -2.3545 3.9955 7.4977 -2.16 -0.93 0.88
O -1.5313 6.3115 7.3276 -0.07 0.32 0.21
N -0.0667 4.2459 6.5465 -0.85 1.56 2.51
S -0.7142 4.3148 5.1613 0.93 1.96 -6.47
O -1.7389 3.3619 4.8861 -1.18 -1.01 -0.07
O -0.9944 5.6966 4.6178 0.77 -2.88 1.32
C 0.7314 3.6314 3.9140 -3.27 2.39 2.70
F 1.3809 2.6481 4.4461 1.26 -0.95 0.14
F 0.1637 3.2388 2.7824 0.16 -0.09 -0.47
F 1.4582 4.7205 3.7237 1.25 -0.23 -0.77
C 1.4618 -0.9821 6.7212 -0.20 0.52 -0.81
F 0.8824 -1.9311 5.9942 0.24 -1.18 0.24
F 0.9953 0.1272 6.1814 0.64 1.42 -0.58
F 0.9838 -0.9780 7.9460 0.19 -0.75 0.97
S 3.3756 -1.2206 6.6935 0.07 -0.83 -0.06
O 3.6948 -1.4684 8.1137 -0.39 1.05 -2.45
O 3.6269 -2.3267 5.7466 -0.61 2.18 1.78
N 3.8001 0.3266 6.0295 -2.81 -2.00 1.64
S 5.1399 0.1201 5.3381 3.25 -1.72 -2.85
O 6.1558 -0.2363 6.3088 0.25 0.05 -0.49
O 5.1488 -0.6596 4.0599 -0.04 2.16 2.28
C 5.7630 1.8511 4.7762 0.25 -0.54 0.06
F 5.6023 2.8611 5.6544 -0.38 -0.53 -0.67
F 7.1026 1.6787 4.6537 -0.52 0.19 -0.20
F 5.2970 2.1977 3.5525 0.08 0.11 0.98
C 0.6426 -6.1265 0.9471 1.89 -2.56 0.67
F -0.2649 -7.0230 0.6124 -0.58 -0.43 -0.16
F 0.8959 -5.4090 -0.1499 0.34 0.38 0.34
F 0.2294 -5.4126 1.9390 -1.31 1.90 0.74
S 2.1850 -7.0037 1.7340 -2.82 -1.05 -2.62
O 2.5543 -7.9497 0.6742 0.33 1.11 1.71
O 2.9457 -5.8288 2.0743 0.30 -1.04 0.20
N 1.3064 -7.9010 3.0250 -0.28 1.22 -5.18
S 2.2759 -7.7837 4.1469 3.82 0.63 6.19
O 3.6864 -8.1034 3.8936 -1.31 -1.25 -0.38
O 2.2347 -6.5615 4.9139 -0.99 0.02 0.36
C 1.5072 -9.1081 5.4772 -0.52 0.17 -4.77
F 2.2668 -9.2900 6.4739 1.42 0.54 2.77
F 0.2563 -8.7795 5.8079 0.21 0.22 0.50
F 1.4325 -10.3392 4.8899 -0.31 -0.03 -0.37
C 2.6411 -0.7396 -8.3276 -3.22 0.17 2.59
F 2.6997 0.0042 -9.4199 0.70 0.27 0.29
F 2.0033 -1.8600 -8.6464 0.62 -0.51 -0.29
F 3.8135 -0.9893 -7.7832 1.38 -0.26 -0.61
S 1.4926 0.0562 -6.9018 -1.22 -0.31 -2.78
O 2.2170 1.2458 -6.4337 -0.03 -1.68 -0.01
O 0.3312 0.3212 -7.7431 1.00 -0.29 0.95
N 1.1328 -1.2873 -5.8015 2.26 1.97 -4.90
S 0.7217 -0.4490 -4.5939 -4.79 -0.87 3.55
O 1.8374 0.0338 -3.8657 1.15 1.15 1.34
O -0.5173 0.3201 -4.7408 2.35 -0.58 0.13
C 0.0797 -1.9507 -3.5706 -0.91 0.49 -0.75
F -0.8913 -2.6419 -4.2605 1.66 0.67 1.14
F 1.1169 -2.8337 -3.2553 -2.10 1.45 0.24
F -0.5769 -1.3696 -2.4829 1.66 -1.75 -1.24